Record 1
Below is a molecular structure, C2H3Br6Ca2F2O3P in a non-equilibrium geometry, with properties calculated with ωB97M-V/def2-TZVPD.

Output
charge	+2
M	703.6	g mol⁻¹
DFT total energy	-17643.77487	Ha
maximum force	2.5	eV/A

CARTESIAN COORDINATES (ANGSTROEM)
1 Ca -3.317 2.209 1.773
2 Ca -2.400 -0.906 3.182
3 O -2.400 1.386 3.600
4 H -2.589 1.981 4.351
5 O -1.191 1.834 0.998
6 P -0.089 0.828 1.371
7 O -0.478 -0.472 2.101
8 F 0.925 1.671 2.260
9 F 0.684 0.416 0.077
10 C 1.840 1.145 -2.884
11 Br 1.624 3.067 -2.379
12 Br 3.565 0.343 -2.384
13 Br 1.617 0.980 -4.847
14 H 1.108 0.570 -2.317
15 C 0.123 -2.959 -0.944
16 Br 0.231 -3.106 -2.966
17 Br 1.887 -2.373 -0.242
18 Br -0.572 -4.480 0.034
19 H -0.569 -2.133 -0.783

Forces on the atoms, in the same order (eV/Å):
Ca 1.77 1.03 -0.44
Ca 1.93 0.45 0.53
O -1.55 -0.59 -0.49
H 0.28 -0.71 -0.07
O -0.27 -1.67 0.47
P 0.46 0.94 0.48
O -0.80 1.54 -0.60
F -1.16 -1.66 -1.47
F -0.72 0.82 1.56
C 0.61 0.32 -0.56
Br 0.23 -1.27 -0.09
Br -0.67 0.68 -0.10
Br -0.12 -0.02 1.26
H -0.03 0.25 -0.55
C 0.76 0.61 -0.85
Br -0.17 -0.16 1.80
Br -0.97 -0.65 -0.37
Br 0.17 0.35 -0.48
H 0.25 -0.26 -0.03

Atomic partial charges in e from the Mulliken method, atoms 1 to 6: atom 1 (Ca): 1.651, atom 2 (Ca): 1.633, atom 3 (O): -0.869, atom 4 (H): 0.214, atom 5 (O): -0.689, atom 6 (P): 0.924

=====

Record 2
Below is 2 unconnected molecules or ions with the total composition C23H35N4O4S in a non-equilibrium geometry, with properties calculated with ωB97M-V/def2-TZVPD.

Output
charge	+1
M	463.6	g mol⁻¹
DFT total energy	-1814.94011	Ha
maximum force	5.6	eV/A

CARTESIAN COORDINATES (ANGSTROEM)
1 C 3.569 -4.900 3.404
2 C 3.785 -4.412 2.071
3 C 2.549 -4.099 1.111
4 N 2.022 -2.691 1.270
5 C 2.863 -1.564 1.106
6 C 2.524 -0.060 1.210
7 N 3.465 1.054 1.033
8 C 4.334 0.680 -0.142
9 C 5.003 1.947 -0.871
10 C 0.981 0.155 1.526
11 C 0.327 1.586 1.638
12 C 0.148 2.339 3.015
13 C -0.574 3.706 2.818
14 C -1.075 4.280 1.479
15 N -0.861 3.573 0.266
16 C -0.213 2.322 0.396
17 C 0.266 -1.213 1.653
18 C -1.330 -1.102 1.956
19 C -2.115 -2.461 1.624
20 C -3.673 -2.202 1.274
21 C -3.817 -2.058 -0.325
22 C -3.608 -0.529 -0.845
23 C -4.594 0.516 -0.132
24 C -4.371 1.975 -0.807
25 N 0.734 -2.534 1.557
26 H 2.761 -5.668 3.672
27 H 4.270 -4.568 4.255
28 H 4.891 -4.285 1.770
29 H 2.775 -4.282 -0.005
30 H 1.687 -4.818 1.373
31 H 3.960 -1.805 0.842
32 H 2.852 1.851 0.756
33 H 3.683 0.099 -0.892
34 H 5.187 0.011 0.221
35 H 6.065 1.619 -1.179
36 H 5.093 2.875 -0.213
37 H 4.432 2.226 -1.821
38 H 0.484 1.914 4.011
39 H -0.770 4.336 3.760
40 H -1.631 5.286 1.413
41 H -0.062 1.751 -0.598
42 H -1.405 -0.789 3.069
43 H -1.727 -0.186 1.371
44 H -1.674 -3.008 0.707
45 H -1.958 -3.166 2.514
46 H -4.225 -3.162 1.605
47 H -4.132 -1.332 1.858
48 H -3.050 -2.686 -0.907
49 H -4.859 -2.470 -0.608
50 H -3.861 -0.524 -1.974
51 H -2.501 -0.256 -0.763
52 H -4.359 0.612 0.988
53 H -5.694 0.206 -0.256
54 H -3.401 1.925 -1.409
55 H -4.202 2.712 0.057
56 H -5.285 2.285 -1.417
57 C 1.155 1.623 -4.425
58 C 0.264 2.738 -4.950
59 O -0.988 2.111 -5.229
60 S -1.222 0.900 -4.176
61 O -2.055 1.381 -3.113
62 O -1.515 -0.290 -4.913
63 O 0.302 0.805 -3.621
64 H 1.543 1.009 -5.242
65 H 1.986 2.004 -3.831
66 H 0.668 3.206 -5.848
67 H 0.096 3.503 -4.186

Forces on the atoms, in the same order (eV/Å):
C 0.52 0.76 -2.27
C -0.52 -0.71 2.77
C 0.55 -2.37 -0.31
N 1.28 4.01 0.02
C 0.86 0.83 -0.23
C -3.85 -1.47 1.22
N -2.35 -2.75 -1.32
C 1.01 0.33 -0.90
C 0.31 -0.48 -0.20
C 3.16 -2.93 -0.78
C -1.46 2.61 1.12
C -1.70 1.74 -5.02
C 0.40 -1.27 -0.68
C 1.80 -3.10 0.69
N 1.15 -1.41 3.93
C 0.48 -0.56 1.04
C -1.04 1.42 0.22
C 1.09 0.12 -0.23
C -0.10 0.29 0.16
C 0.74 -1.36 -0.22
C -0.44 0.75 0.00
C -1.26 -1.01 -0.23
C 0.61 0.53 -0.46
C 0.22 -0.51 1.07
N 0.13 3.04 -0.10
H 0.60 2.02 -0.34
H -0.60 -1.32 -1.70
H -2.10 0.81 0.39
H -0.24 0.59 1.75
H 1.20 1.48 -0.26
H -2.09 0.17 0.54
H 0.66 -0.51 0.49
H 1.21 0.77 0.90
H -1.34 0.87 -0.38
H -1.69 0.72 0.40
H -0.17 -1.41 -0.72
H 0.75 -0.36 1.39
H -0.54 0.79 -1.49
H 0.36 -1.12 -1.65
H 1.08 -1.86 0.20
H -0.39 1.09 1.65
H -0.03 -0.70 -1.70
H 0.65 -1.62 0.78
H -0.47 1.07 1.52
H -0.42 0.98 -1.23
H 0.75 1.58 -0.55
H 0.76 -1.19 -0.95
H -1.09 0.63 1.15
H 1.57 0.93 0.25
H 0.51 0.06 1.74
H -1.49 -0.10 0.05
H -0.42 -0.30 -1.60
H 1.72 0.22 0.26
H -1.65 0.36 0.62
H -0.39 -0.78 -1.45
H 1.53 -0.34 0.70
C 0.32 0.05 -0.61
C 0.27 0.42 0.46
O 0.10 -0.95 0.33
S -0.21 0.13 -0.35
O 0.69 -0.64 -0.72
O 0.01 0.91 0.70
O -0.67 0.31 0.06
H 0.00 0.07 0.03
H -0.20 -0.12 0.12
H -0.24 -0.17 -0.04
H 0.08 -0.01 -0.05

Atomic partial charges in e from the Mulliken method, atoms 1 to 6: atom 1 (C): -0.626, atom 2 (C): -0.102, atom 3 (C): -0.639, atom 4 (N): 0.844, atom 5 (C): -0.185, atom 6 (C): -0.041

=====

Record 3
Below is 2 unconnected molecules or ions with the total composition C5H14 in a non-equilibrium geometry, with properties calculated with ωB97M-V/def2-TZVPD.

Output
charge	0
SMILES	CCC.CC
M	74.2	g mol⁻¹
DFT total energy	-198.87347	Ha
maximum force	2.0	eV/A

CARTESIAN COORDINATES (ANGSTROEM)
1 C 0.829 0.458 1.053
2 C -0.287 0.084 1.998
3 C 2.186 0.196 1.679
4 H 0.784 -0.103 0.139
5 H 0.780 1.497 0.736
6 H -0.516 0.906 2.691
7 H 2.354 -0.878 1.751
8 H 2.985 0.683 1.113
9 H 2.299 0.627 2.671
10 H -1.273 -0.201 1.619
11 H -0.023 -0.677 2.737
12 C -1.970 -0.026 -2.353
13 C -0.591 -0.679 -2.170
14 H -1.853 1.011 -2.018
15 H -2.264 0.029 -3.396
16 H -2.716 -0.464 -1.703
17 H 0.155 -0.111 -2.734
18 H -0.482 -1.632 -2.687
19 H -0.398 -0.720 -1.128

Forces on the atoms, in the same order (eV/Å):
C 0.24 0.08 0.13
C -0.90 0.44 1.53
C 0.48 0.31 -0.02
H -0.03 -0.35 -0.35
H -0.26 0.18 0.13
H 0.11 0.23 -0.32
H 0.22 0.04 0.02
H -0.01 -0.38 -0.22
H -0.32 -0.03 0.29
H 0.31 0.01 -0.56
H 0.32 -0.43 -0.46
C 0.99 0.63 0.17
C -0.54 0.23 -1.90
H -0.22 -0.01 -0.03
H -0.30 -0.26 -0.02
H -0.33 -0.31 -0.19
H 0.11 0.43 0.59
H -0.44 -0.47 0.56
H 0.59 -0.35 0.65

Atomic partial charges in e from the Mulliken method, atoms 1 to 6: atom 1 (C): 0.184, atom 2 (C): -1.126, atom 3 (C): -1.331, atom 4 (H): -0.015, atom 5 (H): 0.280, atom 6 (H): 0.325